# 1
2
Properties=species:S:1:pos:R:3:forces:R:3:nbo_charge:R:1 method="wB97M-V/def2-TZVPD" charge=+1
Zn -0.48924 -1.19006 -0.20765 0.69 1.67 0.29 1.170
I 0.48924 1.19006 0.20765 -0.69 -1.67 -0.29 -0.170

# 2
Density functional theory data (ωB97M-V/def2-TZVPD) for a structure of composition InN3O9 in a non-equilibrium geometry.

Geometry as XYZ:
```
13
Properties=species:S:1:pos:R:3:forces:R:3:nbo_charge:R:1
In 2.47865 -0.32267 1.02098 -0.79 0.02 -0.32 0.947
N 0.74418 2.74120 -1.04188 0.82 0.63 0.06 0.710
O 1.26193 3.70676 -1.58855 -0.38 -0.76 0.35 -0.329
O -0.44783 2.51306 -1.05902 -0.14 -0.04 -0.05 -0.283
O 1.52212 1.95230 -0.38848 -0.43 -0.23 -0.23 -0.435
N -0.09285 -1.10973 -1.03837 -1.40 -0.74 -0.36 0.702
O -1.08706 -1.57225 -1.58020 0.94 0.32 0.36 -0.292
O 0.95881 -1.71378 -0.86806 0.55 0.01 -0.12 -0.428
O -0.17900 0.05757 -0.57942 0.47 0.56 0.47 -0.223
N -1.29863 -1.57558 1.79068 -0.28 -0.03 -0.06 0.710
O -0.05674 -1.45229 1.81920 0.56 0.17 0.01 -0.469
O -1.96363 -0.65550 1.30110 0.06 0.32 -0.28 -0.287
O -1.83994 -2.56910 2.21200 0.02 -0.22 0.19 -0.322
```
Forces are in eV/Å.

# 3
2
Properties=species:S:1:pos:R:3:forces:R:3:nbo_charge:R:1 method="wB97M-V/def2-TZVPD" smiles=N#N
N -0.38486 -0.33444 0.23447 3.23 2.81 -1.97 0.000
N 0.38486 0.33444 -0.23447 -3.23 -2.81 1.97 0.000

# 4
19
Properties=species:S:1:pos:R:3:forces:R:3:nbo_charge:R:1 method="wB97M-V/def2-TZVPD" charge=+8
Sr -3.06014 -1.78204 2.65086 -2.31 -1.06 1.46 1.987
Sr 2.30220 -0.24632 -1.66089 -0.13 1.24 -2.43 1.940
Sr 2.52221 -1.04067 4.24285 1.88 -1.20 1.81 1.993
Sr -2.63920 1.50712 -0.48959 -0.42 2.03 -2.60 1.963
Sr 0.69299 2.30607 2.92255 0.02 3.85 -0.73 1.960
Sr -0.15852 -3.53995 -0.30403 -0.07 -0.91 -2.54 1.955
N 0.58493 2.62569 -0.49425 0.07 0.66 -0.20 0.719
O -0.37384 2.24843 -1.21760 0.00 -0.34 0.55 -0.597
O 1.68117 1.99962 -0.54958 -0.52 -0.32 0.36 -0.603
O 0.46263 3.60551 0.26198 -0.15 -1.54 0.63 -0.440
N -0.38764 -1.33762 -3.24422 -1.54 0.81 -1.16 0.694
O -1.04143 -2.16984 -3.75990 0.07 -0.86 0.09 -0.227
O 0.07759 -0.33572 -3.74692 1.25 0.05 0.58 -0.387
O -0.27974 -1.37649 -1.86784 1.32 -1.04 2.46 -1.003
S -0.06689 -0.51087 1.45735 0.61 1.27 -3.05 2.598
O 0.61755 -0.12248 2.77812 -0.98 -1.25 -0.35 -1.211
O -0.89397 -1.77606 1.48321 0.59 0.46 1.36 -1.177
O -1.01410 0.59328 1.08899 0.80 -1.02 2.08 -1.133
O 0.97422 -0.64768 0.44891 -0.49 -0.83 1.70 -1.031

| no. | DFT total energy (a.u.) |
| --- | --- |
| 1 | -2076.69941 |
| 2 | -1030.95560 |
| 3 | -109.54962 |
| 4 | -1439.90419 |